A molecular structure, C3H3BrO2S at a distorted geometry, computed with ωB97M-V with the def2-TZVPD basis set.

Geometry as ORCA input:
```
! RIJCOSX wB97M-V def2-TZVPD def2/J DEFGRID3
* xyz 0 1
C 1.0630 -0.2247 0.3816
C 0.0896 -1.1050 0.2674
C 0.4531 1.0718 -0.1437
O -1.7399 -0.0141 -1.4853
O -2.1474 0.1839 0.8766
S -1.2394 0.0588 -0.1662
Br 0.0983 -2.9165 0.3658
H 2.0390 -0.2519 0.7377
H 0.6416 2.0293 0.3520
H 0.7421 1.1684 -1.1859
*
```

The HOMO energy comes out at -10.092 eV. As for the calculated total energy: -88129.6317 eV. For the HOMO-LUMO gap, the calculation gives 10.67 eV.

Atom charges from the Löwdin analysis, given in e for atoms 1 to 4: C -0.18; C -0.87; C -0.13; O -0.29

12 unconnected molecules or ions with the total composition C72H216N36O12P12 at a distorted geometry, computed with ωB97M-V with the def2-TZVPD basis set.

Geometry as ORCA input:
```
! RIJCOSX wB97M-V def2-TZVPD def2/J DEFGRID3
* xyz 0 1
C -2.6991 7.3908 0.7311
N -1.2677 7.2912 0.5210
C -0.3975 7.3544 1.7195
P -0.5367 7.5693 -0.9614
O -1.4364 7.9910 -2.0796
N 0.7479 8.6179 -0.6874
C 2.1135 8.2457 -0.3865
C 0.6878 10.0225 -1.0659
N 0.3083 6.1595 -1.3362
C 1.2272 6.1398 -2.4574
C -0.5331 4.9498 -1.2513
H -3.0809 6.3702 1.0889
H -3.2611 7.7479 -0.1810
H -2.9310 8.1514 1.5176
H -0.5024 8.3032 2.2623
H 0.6317 7.3697 1.4257
H -0.6446 6.5363 2.4301
H 2.8139 8.0619 -1.2300
H 2.4782 9.0552 0.1994
H 2.2201 7.2917 0.1790
H 1.1505 10.0629 -2.0831
H -0.3506 10.4578 -1.2175
H 1.2709 10.6539 -0.4458
H 1.0112 5.3527 -3.1511
H 0.9998 7.1331 -2.9595
H 2.2935 6.1689 -2.2225
H 0.1949 4.1260 -1.1367
H -1.2085 4.8318 -2.1136
H -1.1143 5.0135 -0.3541
C 1.3645 1.5463 -2.8586
N 0.1065 1.2714 -2.2277
C -1.0941 1.4976 -3.0576
P -0.0384 0.7013 -0.7097
O 0.0595 1.7148 0.3399
N -1.4398 -0.1350 -0.6471
C -1.8187 -1.2071 -1.6303
C -2.0657 -0.4311 0.6645
N 1.3341 -0.2103 -0.4914
C 2.1145 -0.2736 0.7490
C 1.5987 -1.3967 -1.3183
H 1.8153 0.7086 -3.3709
H 2.0689 1.9669 -2.1286
H 1.2045 2.3124 -3.5640
H -1.9092 0.9533 -2.6607
H -0.8930 1.0588 -4.0471
H -1.2976 2.5721 -3.3137
H -1.5520 -1.0901 -2.6816
H -1.3041 -2.1175 -1.2968
H -2.8694 -1.3301 -1.6837
H -1.7239 -1.3217 1.1332
H -2.0193 0.4168 1.3893
H -3.1762 -0.5211 0.4717
H 3.0552 -0.7257 0.4999
H 2.2559 0.7204 1.1375
H 1.7273 -0.8733 1.5835
H 2.6829 -1.4580 -1.4119
H 1.1093 -1.3698 -2.2585
H 1.1979 -2.2711 -0.7901
C -0.7176 4.8539 4.8131
N 0.1221 4.4497 3.6321
C -0.3571 3.0663 3.3094
P 1.7501 4.8718 3.7975
O 1.8929 6.2696 4.1802
N 2.5809 4.0108 4.9568
C 3.3261 4.7397 5.9316
C 2.9418 2.6020 4.9217
N 2.4148 4.3292 2.3617
C 1.8091 4.6496 1.0581
C 3.8145 4.0316 2.2842
H -0.4591 4.1759 5.6607
H -1.7765 4.9328 4.6669
H -0.3617 5.8641 5.0596
H -0.2274 2.3706 4.1596
H 0.1931 2.6263 2.4764
H -1.4306 3.1022 3.1302
H 4.4407 4.6382 5.7840
H 3.0661 5.7624 5.8220
H 3.0907 4.4138 7.0408
H 2.4783 2.0688 5.7516
H 2.6602 2.0595 4.0312
H 4.0550 2.5656 5.0853
H 2.5311 5.1866 0.4458
H 1.5420 3.7324 0.5594
H 0.9390 5.3039 1.0900
H 4.2734 3.8862 3.2423
H 4.3274 4.7770 1.6244
H 3.9604 3.0534 1.7726
C -2.6635 -4.2517 5.7296
N -2.5666 -4.3069 4.2947
C -1.4245 -5.0441 3.7282
P -3.5952 -3.4805 3.3056
O -3.0833 -2.2747 2.6480
N -3.7931 -4.6392 2.0290
C -4.6329 -4.0899 1.0193
C -3.9266 -6.0676 2.1362
N -5.0308 -3.2801 4.0962
C -5.6901 -4.4514 4.6747
C -5.5023 -1.9566 4.5008
H -2.7471 -5.2384 6.1793
H -3.4848 -3.6072 6.1484
H -1.7654 -3.8317 6.2465
H -0.5670 -4.5292 4.1957
H -1.4044 -5.1036 2.6132
H -1.3852 -6.0412 4.2133
H -5.7004 -4.1629 1.2187
H -4.4091 -3.0363 0.9013
H -4.5378 -4.5863 0.0193
H -4.9478 -6.3840 2.1886
H -3.5055 -6.4651 1.2068
H -3.3632 -6.4206 2.9838
H -4.9218 -5.0505 5.2293
H -6.4613 -4.2847 5.4361
H -6.1046 -5.2128 3.9534
H -5.4559 -1.8399 5.5536
H -6.5113 -1.6899 4.2039
H -4.9043 -1.2107 3.9810
C 1.2149 0.4612 -6.2946
N 2.3113 -0.5070 -5.8917
C 3.5845 -0.3146 -6.6526
P 1.6274 -1.9617 -5.4316
O 0.3132 -1.7992 -4.7817
N 1.3873 -2.9795 -6.7775
C 2.3747 -3.4970 -7.7457
C 0.0214 -2.9343 -7.2771
N 2.8005 -2.8010 -4.6588
C 2.5640 -4.1578 -4.2277
C 3.9588 -2.1317 -4.0613
H 0.3620 0.3953 -5.6283
H 0.9291 0.1268 -7.2915
H 1.5553 1.5224 -6.3473
H 4.0412 0.5880 -6.1953
H 3.3575 -0.1247 -7.7332
H 4.3076 -1.1467 -6.4527
H 3.3099 -3.4558 -7.2456
H 2.1335 -4.5143 -8.0390
H 2.4351 -2.7975 -8.5492
H -0.4995 -3.8711 -7.4038
H -0.5519 -2.3510 -6.5797
H 0.0826 -2.4331 -8.2260
H 3.5186 -4.7308 -4.4084
H 2.3214 -4.1514 -3.1524
H 1.6744 -4.5920 -4.6687
H 4.0116 -2.3649 -2.9662
H 3.8018 -1.0844 -4.2264
H 4.9454 -2.4016 -4.4682
C -2.8327 4.6834 -8.6867
N -3.2457 5.4998 -7.5239
C -4.1451 6.6409 -7.8307
P -3.0661 4.7565 -6.0192
O -1.7815 4.0292 -5.9552
N -3.2890 5.9999 -4.9437
C -3.7572 5.8637 -3.6221
C -2.2649 7.0957 -4.9840
N -4.3852 3.6450 -5.7796
C -5.6828 3.9366 -6.4453
C -4.0768 2.1454 -5.7388
H -3.6960 4.2031 -9.1977
H -2.0847 3.9794 -8.3089
H -2.2991 5.2940 -9.4360
H -3.6783 7.2941 -8.5902
H -4.2958 7.2208 -6.9334
H -5.1148 6.2762 -8.2206
H -4.4945 5.0402 -3.6584
H -2.9158 5.5990 -2.9680
H -4.2551 6.7364 -3.3211
H -1.5473 6.9457 -4.1617
H -1.7952 7.0219 -5.9396
H -2.8232 8.0088 -4.7955
H -6.5444 3.4803 -5.8810
H -5.8920 5.0061 -6.3568
H -5.6637 3.4438 -7.4119
H -4.5053 1.7888 -4.8412
H -2.9954 1.9967 -5.7062
H -4.5033 1.6385 -6.6391
C -4.2043 -8.3041 -2.2586
N -3.6195 -7.0618 -2.7013
C -4.3269 -5.8562 -2.4660
P -2.2153 -7.1530 -3.6607
O -1.5055 -8.4227 -3.4433
N -2.7670 -6.8847 -5.1823
C -1.8050 -6.7025 -6.3193
C -4.1008 -7.2226 -5.6489
N -1.2108 -5.8537 -3.3714
C -0.1578 -5.9090 -2.3620
C -1.4582 -4.5156 -3.9598
H -3.6147 -9.1026 -2.6183
H -5.1706 -8.4962 -2.6864
H -4.1734 -8.3392 -1.1817
H -4.7927 -5.8812 -1.4908
H -5.1460 -5.6965 -3.2533
H -3.6825 -5.0370 -2.6683
H -1.4929 -7.6399 -6.7797
H -2.1607 -6.0288 -7.1070
H -0.8989 -6.3258 -5.8565
H -4.5730 -7.6814 -4.8096
H -4.6027 -6.3201 -5.9054
H -4.0863 -7.8504 -6.5500
H -0.6017 -6.0573 -1.3468
H 0.4313 -6.8128 -2.5293
H 0.4435 -4.9947 -2.3577
H -2.0824 -3.7684 -3.3578
H -1.8940 -4.5782 -4.9958
H -0.5027 -3.9835 -3.9337
C 3.7283 -6.6007 -2.0954
N 4.7288 -5.8872 -1.2181
C 6.0666 -5.7827 -1.7799
P 4.2900 -4.6905 -0.0430
O 4.1039 -3.2989 -0.5480
N 3.0057 -5.4572 0.6953
C 2.9634 -6.9023 0.8327
C 1.8233 -4.7472 1.1678
N 5.4558 -4.5933 1.0974
C 5.8823 -5.7783 1.8536
C 6.4729 -3.6066 0.9270
H 3.9056 -7.6626 -2.1320
H 3.7890 -6.1840 -3.1043
H 2.7333 -6.3873 -1.8038
H 6.0278 -5.1056 -2.6578
H 6.3214 -6.7724 -2.1834
H 6.7855 -5.3070 -1.0981
H 3.8852 -7.3536 0.4740
H 2.8317 -7.1716 1.8918
H 2.1174 -7.3846 0.3015
H 1.7615 -4.8383 2.2393
H 1.8635 -3.7043 0.9219
H 0.8677 -5.1811 0.7913
H 5.0421 -5.9236 2.5228
H 6.1143 -6.6657 1.2959
H 6.6722 -5.5626 2.5428
H 6.9267 -3.2432 1.8353
H 5.9496 -2.7263 0.5760
H 7.3547 -3.7883 0.3466
C -4.0312 1.8851 -1.4077
N -4.7102 2.1685 -0.1264
C -3.9238 3.1677 0.5842
P -6.3310 2.4271 0.0926
O -6.9463 3.5932 -0.6152
N -6.9656 1.0264 -0.3859
C -6.3450 -0.2539 -0.2726
C -8.4654 1.0018 -0.6860
N -6.4853 2.5357 1.7517
C -6.0456 1.4051 2.5447
C -6.7438 3.7149 2.4260
H -3.7756 2.8492 -1.8842
H -4.5427 1.2603 -2.0646
H -3.0554 1.4676 -1.2000
H -4.3457 3.5631 1.5271
H -3.6331 3.9035 -0.1647
H -2.9785 2.6171 0.8390
H -5.4115 0.0193 0.1850
H -6.9071 -0.9395 0.4025
H -6.1684 -0.6774 -1.2467
H -8.6283 0.7517 -1.7088
H -8.9820 0.3114 0.0293
H -8.8273 2.0538 -0.5716
H -6.5874 0.4593 2.2839
H -4.9982 1.1528 2.3431
H -6.2467 1.6102 3.5928
H -7.0174 4.5185 1.7717
H -5.9311 3.9677 3.0776
H -7.6395 3.5828 3.0645
C -4.6146 0.8672 7.8423
N -3.4952 1.2787 6.9664
C -3.0550 2.6455 7.1340
P -2.5223 0.0120 6.4324
O -3.3802 -1.1854 6.3625
N -1.9348 0.6407 4.9474
C -3.0206 0.9860 4.0132
C -1.0275 -0.2566 4.2204
N -1.0861 -0.1904 7.3021
C 0.0163 0.7536 7.4189
C -0.9484 -1.4653 8.0340
H -5.4919 1.4492 7.4845
H -4.3846 1.0905 8.8958
H -4.8290 -0.1818 7.7226
H -2.6809 2.8266 8.1674
H -3.8572 3.4178 6.9413
H -2.1694 2.8042 6.4723
H -2.8075 1.8863 3.4355
H -3.2118 0.2131 3.2594
H -3.9786 1.1879 4.5305
H -1.5997 -0.8739 3.6423
H -0.2942 0.3217 3.6573
H -0.3767 -0.8118 4.8277
H -0.0035 1.3154 8.3585
H 1.0045 0.2817 7.3693
H -0.0462 1.5392 6.7105
H -1.9786 -1.8810 8.1263
H -0.4502 -1.1575 8.9466
H -0.4088 -2.2406 7.4608
C 4.9002 4.0268 -1.9380
N 4.8487 3.1767 -3.1173
C 3.9687 3.6204 -4.2227
P 5.9119 1.9223 -3.5195
O 5.4275 1.1373 -4.6945
N 7.5493 2.3935 -3.7663
C 8.2980 1.9422 -4.9379
C 8.0282 3.4338 -2.8514
N 6.0892 1.1197 -2.0657
C 4.8209 0.7015 -1.4487
C 7.2937 0.3434 -1.8097
H 5.2989 3.4187 -1.1602
H 3.9659 4.3314 -1.5628
H 5.5563 4.9404 -1.9636
H 3.1491 4.2098 -3.7403
H 3.4863 2.7100 -4.6546
H 4.4795 4.1930 -5.0308
H 8.3766 2.6285 -5.7686
H 9.2772 1.7192 -4.5791
H 7.8651 1.0738 -5.3630
H 7.4390 3.3835 -1.9040
H 9.0657 3.2718 -2.6513
H 7.8163 4.4143 -3.2757
H 4.4117 -0.1495 -1.9679
H 5.0963 0.4304 -0.3745
H 4.0684 1.5021 -1.4940
H 7.2671 -0.6724 -2.2974
H 7.3600 0.3878 -0.7395
H 8.2669 0.7611 -2.1211
C 2.9413 -5.5814 5.4219
N 3.6490 -4.5671 6.1863
C 5.0795 -4.7818 6.3683
P 3.0116 -3.0219 6.2960
O 1.5390 -3.0197 6.0518
N 3.5056 -2.3706 7.7904
C 2.3539 -2.3159 8.6748
C 4.6634 -1.5587 8.0553
N 3.8676 -2.1023 5.1270
C 3.3613 -0.7361 4.9757
C 4.3154 -2.7970 3.9362
H 3.4497 -5.9557 4.5122
H 1.9065 -5.2180 5.2204
H 2.9270 -6.4675 6.0930
H 5.3796 -4.1016 7.1718
H 5.6478 -4.5938 5.4688
H 5.2636 -5.7731 6.6865
H 1.8190 -1.3986 8.6798
H 1.6461 -3.1570 8.4626
H 2.6797 -2.5211 9.6639
H 5.3589 -1.4884 7.2328
H 4.3199 -0.5444 8.2513
H 5.1121 -2.0076 8.9032
H 3.9608 0.0312 5.4431
H 3.2813 -0.4285 3.9640
H 2.4011 -0.6611 5.3922
H 5.4016 -2.7909 3.7387
H 3.8355 -2.4854 3.0274
H 4.0066 -3.8316 3.9346
*
```

The HOMO energy comes out at -7.982 eV. As for the calculated total energy: -267861.2437 eV. The SMILES is CN(C)P(=O)(N(C)C)N(C)C.CN(C)P(=O)(N(C)C)N(C)C.CN(C)P(=O)(N(C)C)N(C)C.CN(C)P(=O)(N(C)C)N(C)C.CN(C)P(=O)(N(C)C)N(C)C.CN(C)P(=O)(N(C)C)N(C)C.CN(C)P(=O)(N(C)C)N(C)C.CN(C)P(=O)(N(C)C)N(C)C.CN(C)P(=O)(N(C)C)N(C)C.CN(C)P(=O)(N(C)C)N(C)C.CN(C)P(=O)(N(C)C)N(C)C.CN(C)P(=O)(N(C)C)N(C)C. For the HOMO-LUMO gap, the calculation gives 8.33 eV.

Atom charges from the Löwdin analysis, given in e for atoms 1 to 4: C -0.12; N -0.31; C -0.09; P 0.56

The highest calculated total energy belongs to which entry?
C3H3BrO2S

Number 2 is which compound?
C72H216N36O12P12